(1)
{
  "formula": "CH4N2O2",
  "method": "wB97M-V/def2-TZVPD",
  "elements": ["O", "H", "H", "O", "C", "N", "H", "N", "H"],
  "xyz": [[0.401, -0.635, 0.028], [-1.492, -0.287, 0.202], [2.267, -1.761, 0.222], [1.652, 1.391, -0.175], [-0.625, 0.380, 0.052], [2.565, -0.741, 0.028], [-0.582, 1.115, -0.832], [1.596, -0.008, 0.052], [-0.355, 1.043, 0.894]],
  "smiles": "[H]/N=[N+](/[O-])OC",
  "gap_ev": [10.62, 10.62]
}

=====

(2)
{
  "formula": "C6H11N",
  "method": "wB97M-V/def2-TZVPD",
  "elements": ["H", "H", "H", "H", "C", "C", "H", "C", "C", "C", "C", "H", "H", "N", "H", "H", "H", "H"],
  "xyz": [[-2.604, -0.349, 0.445], [-1.865, 1.315, -1.057], [-0.963, 0.178, -2.062], [-0.167, 1.642, -1.435], [2.157, 0.128, 0.235], [-0.882, 0.850, -1.199], [0.967, -1.145, -1.036], [-0.345, 0.967, 1.203], [-1.670, -0.918, 0.358], [0.883, -0.690, -0.041], [-0.497, 0.045, 0.061], [-1.532, -1.474, 1.289], [-1.803, -1.635, -0.461], [-0.094, 1.650, 2.103], [2.193, 0.506, 1.262], [0.873, -1.515, 0.682], [2.286, 0.984, -0.436], [3.027, -0.525, 0.101]],
  "smiles": "CCC(C)(C)C#N",
  "gap_ev": 12.12
}

=====

(3)
{
  "formula": "CH3Br2ClOSi",
  "method": "wB97M-V/def2-TZVPD",
  "elements": ["H", "H", "H", "Br", "Si", "C", "Cl", "Br", "O"],
  "xyz": [[2.167, 1.148, -0.369], [1.479, 0.845, 1.146], [0.396, 1.592, -0.331], [-2.352, 0.556, -1.096], [-1.207, -0.900, -0.031], [1.289, 0.856, 0.066], [-1.373, -0.872, 1.958], [-1.317, -2.825, -0.996], [0.918, -0.400, -0.347]],
  "smiles": "CO[Si](Cl)(Br)Br",
  "gap_ev": 9.31
}

=====

(4)
{
  "formula": "C19H40I2N2O8S3",
  "method": "wB97M-V/def2-TZVPD",
  "elements": ["H", "C", "H", "H", "H", "H", "H", "H", "O", "C", "C", "H", "H", "O", "C", "H", "H", "H", "H", "O", "C", "O", "C", "H", "C", "C", "H", "H", "C", "H", "C", "H", "C", "H", "H", "H", "O", "H", "C", "H", "N", "C", "H", "N", "H", "H", "O", "H", "S", "H", "C", "O", "O", "H", "H", "H", "C", "H", "I", "C", "S", "H", "C", "H", "H", "H", "H", "H", "I", "H", "C", "S", "C", "H"],
  "xyz": [[4.166, -3.279, -8.590], [-0.854, -3.296, -1.491], [-0.637, -1.769, 2.323], [5.505, -4.089, -7.742], [2.164, 6.598, 2.220], [2.535, 3.116, 3.873], [-2.531, -3.220, 0.501], [-0.482, 1.748, 3.037], [-2.529, 1.198, 1.059], [1.175, 6.168, 2.382], [-3.338, 1.402, -0.107], [2.414, 0.828, -4.370], [2.806, -0.552, -5.422], [0.348, -1.251, -4.162], [-1.567, -3.692, 0.733], [3.322, 4.671, 3.515], [3.487, -2.735, -3.315], [-1.689, -4.748, 0.481], [-1.909, -1.204, 1.244], [-1.306, 0.728, 6.726], [-0.463, 0.656, 3.050], [4.449, -1.868, -6.139], [-4.773, 1.049, 0.375], [3.774, -0.244, -3.956], [-0.140, -1.819, 0.244], [-5.264, 2.160, 1.311], [-2.415, -1.068, 6.724], [5.846, -3.106, -9.184], [2.369, 4.181, 3.718], [-4.661, 0.153, 0.982], [-1.307, -0.949, 4.849], [-2.417, 2.036, 7.865], [2.778, -0.199, -4.395], [0.500, 6.503, 1.597], [3.805, -0.803, -8.693], [-4.659, 2.091, 2.217], [0.657, -1.242, -0.375], [-1.394, -3.642, 1.806], [5.214, -3.202, -8.301], [1.910, -3.559, -3.247], [-0.443, 0.240, 1.633], [-2.466, 1.338, 7.019], [-1.882, -1.858, 4.652], [-0.454, -3.171, -0.074], [-0.529, -4.275, -1.851], [0.784, 6.471, 3.354], [-0.049, 3.838, 2.688], [-1.939, -3.254, -1.630], [1.281, 4.374, 2.298], [5.472, -0.541, -9.292], [-1.695, 0.199, 3.888], [-0.650, 1.866, 0.098], [-3.463, 1.165, 6.455], [0.488, 0.397, 3.516], [-0.399, -2.536, -2.122], [-0.690, -1.197, 6.881], [4.829, -0.556, -8.412], [4.849, 0.420, -7.931], [-6.121, 0.692, -1.259], [-1.479, -0.652, 6.360], [5.449, -1.770, -7.238], [-5.161, 3.150, 0.874], [-0.829, -1.147, 1.449], [2.531, -2.961, -4.808], [-6.301, 1.978, 1.587], [-2.053, 1.075, 4.416], [-3.236, 2.449, -0.381], [-2.525, -0.115, 3.260], [-2.797, 0.078, -1.741], [-0.267, -1.239, 4.699], [-1.180, 1.163, 0.829], [1.649, -1.208, -3.427], [2.483, -2.772, -3.736], [1.902, 4.610, 4.605]],
  "gap_ev": 8.48
}

=====

(5)
{
  "formula": "BrH4N2OP",
  "method": "wB97M-V/def2-TZVPD",
  "elements": ["N", "H", "O", "Br", "H", "P", "H", "N", "H"],
  "xyz": [[-1.017, 0.070, -1.598], [-1.092, -1.749, 1.082], [0.620, 2.382, 1.206], [2.073, -0.442, -1.092], [0.097, 2.685, 1.993], [0.006, -0.284, -0.476], [-0.848, 1.062, -2.035], [-0.359, -1.617, 0.388], [0.519, -2.107, 0.533]],
  "gap_ev": [8.94, 5.97]
}

=====

(6)
{
  "formula": "C3H8N2",
  "method": "wB97M-V/def2-TZVPD",
  "elements": ["C", "N", "H", "H", "N", "H", "H", "C", "H", "H", "C", "H", "H"],
  "xyz": [[-0.287, -1.915, 1.247], [-0.711, -0.387, -0.590], [1.533, 1.405, -0.757], [0.201, 2.245, 0.141], [-0.466, 0.768, -1.250], [-0.112, -2.840, 0.669], [-1.019, 0.887, -2.088], [0.497, 1.771, -0.827], [0.396, -1.955, 2.100], [0.543, 2.572, -1.575], [-0.041, -0.652, 0.449], [-1.310, -1.922, 1.713], [0.774, 0.022, 0.768]],
  "smiles": "C/C=N/NC",
  "gap_ev": 9.26
}

=====

(7)
{
  "formula": "C6H11N3",
  "method": "wB97M-V/def2-TZVPD",
  "elements": ["N", "C", "H", "H", "H", "C", "H", "H", "N", "C", "H", "C", "H", "H", "N", "H", "C", "H", "H", "C"],
  "xyz": [[-2.114, -0.520, -0.501], [1.880, 1.076, -0.117], [-2.801, -0.229, 1.914], [3.419, -0.056, -1.254], [1.322, 1.099, -1.208], [1.985, -0.513, 0.479], [1.703, -2.126, -0.596], [-0.519, 0.585, 0.529], [-0.160, -1.167, -0.563], [-0.799, -0.148, -0.183], [-3.800, 0.926, -1.352], [-3.143, -0.329, 0.773], [1.670, 2.037, 0.476], [1.955, -0.861, 1.543], [1.221, -1.311, -0.385], [-4.114, -0.847, 0.638], [-2.940, 0.605, -0.606], [-2.195, 1.479, -0.174], [4.162, 0.088, 0.730], [3.269, 0.212, -0.142]],
  "smiles": "C(=N\\NC1CC1)/N1CC1",
  "gap_ev": 9.33
}

=====

(8)
{
  "formula": "C5H9NO",
  "method": "wB97M-V/def2-TZVPD",
  "elements": ["N", "H", "H", "H", "H", "O", "H", "C", "C", "C", "H", "H", "C", "H", "H", "C"],
  "xyz": [[1.322, 3.032, -0.635], [-2.184, -0.515, 1.814], [-0.031, 0.790, 1.352], [1.586, 0.079, -2.561], [-0.169, 0.262, -2.416], [-0.536, -1.084, 0.665], [-1.149, 0.767, -0.020], [1.176, 1.884, -0.609], [0.721, -0.156, -1.934], [-1.336, -1.218, 1.821], [1.799, -0.030, -0.066], [-0.744, -1.033, 2.730], [0.923, 0.435, -0.535], [-1.721, -2.238, 1.850], [0.614, -1.243, -1.872], [-0.268, 0.269, 0.415]],
  "smiles": "COC[C@@H](C)C#N",
  "gap_ev": 11.26
}

=====

Q: Which E_tot values were calculated for the entries above? A: -300.30632; -289.96653; -6012.94380; -3249.18225; -3102.40672; -228.56012; -399.17316; -325.88200, in Ha.
Q: Which relative energy (zero: lowest compared OMol25 entry of this formula, charge and spin) values were calculated for the entries above? A: 4.934; 0.140; 2.740; 1.412; 4.647; 2.409; 8.764; 1.512, in eV.